P | The following is a DFT calculation (ωB97M-V with the def2-TZVPD basis set) of a structure of composition C37H37AsFN4O11STcTe.

frontier orbital gap (spin up / spin down)	5.816 / 5.550	eV
total charge	-1
HOMO energy (spin up / spin down)	-4.0 / -4.3	eV
multiplicity	4
LUMO energy (spin up / spin down)	1.77 / 1.25	eV

Each line ends with the Löwdin charge.
Atoms and positions in Å:
C -3.115 -2.401 -2.559  -0.048
H -2.351 -1.686 -2.260  0.025
C 4.359 -0.115 -0.927  0.095
H -3.339 -2.216 -3.612  0.085
H -5.989 -3.530 1.204  0.106
H -0.284 -4.048 -4.790  0.073
O -2.459 2.605 -0.173  -0.479
H 10.892 0.810 0.349  0.047
C 5.560 -0.440 3.810  -0.191
S -1.095 3.094 -0.290  0.466
O -3.050 0.860 -2.629  -0.516
C 8.740 1.034 -0.231  -0.225
C -1.346 -5.699 -3.089  -0.058
H 8.643 0.003 -2.629  0.120
N -4.097 -4.096 -0.369  0.100
H 7.094 -0.442 1.757  0.112
O -1.120 0.493 -4.615  -0.251
C -5.081 -2.993 1.454  -0.047
C 8.492 -0.792 -1.888  -0.178
C 6.314 -0.323 1.021  0.054
As -1.447 0.950 -2.936  0.893
H -0.659 5.682 -1.280  0.108
H -1.799 -3.167 -5.003  0.080
H -0.610 -6.114 -3.766  0.100
O -0.441 -2.139 0.242  -0.185
H -0.617 -2.611 -3.817  0.075
O -1.265 -4.149 0.661  0.082
C 6.130 0.929 4.143  -0.062
H 6.859 0.847 4.949  0.077
H -0.630 2.635 -5.161  0.093
H -5.931 -2.161 3.249  0.100
C -1.703 -4.365 -3.207  -0.220
C 9.748 -1.696 -1.810  -0.264
H 9.549 -2.565 -2.451  0.100
H 6.343 -1.145 3.535  0.114
C -0.885 3.683 -1.958  -0.254
H -1.823 -1.272 2.523  0.082
Tc -0.384 -0.123 -0.022  1.263
C -0.634 3.308 -4.317  -0.084
C -2.812 -5.936 -1.215  -0.041
C -3.980 -3.158 0.648  -0.225
O -0.148 0.045 1.987  -0.210
H 5.049 -0.863 4.674  0.123
H -3.204 -6.518 -0.390  0.112
O -0.718 4.164 0.589  -0.292
C 4.967 -0.302 1.396  -0.119
H 10.616 1.232 -1.429  0.048
Te -2.962 0.000 0.333  1.348
C -5.044 -2.211 2.630  -0.101
C -2.781 -1.605 2.147  -0.317
N 10.070 -2.086 -0.440  -0.006
C -3.163 -4.591 -1.317  -0.219
C -2.659 -3.807 -2.346  -0.156
C -0.431 5.530 -3.423  -0.081
H 3.596 -0.022 -1.689  0.145
H 10.611 -1.183 -2.238  0.092
H -0.211 5.049 -5.496  0.099
C -0.878 2.803 -3.048  -0.216
C -1.066 -3.502 -4.264  -0.045
H -4.817 -4.770 -0.159  0.131
C -1.921 -6.495 -2.107  -0.089
C -3.919 -1.547 2.998  -0.136
H 10.706 -2.874 -0.442  0.063
H 6.622 1.376 3.279  0.067
C 3.977 -0.213 0.412  -0.043
H -4.013 -2.165 -1.992  0.074
C 6.701 -0.229 -0.305  -0.170
H -1.638 -7.536 -2.009  0.095
N 8.083 -0.248 -0.604  -0.114
C 2.553 -0.208 0.761  -0.258
C 0.860 -0.090 2.771  -0.565
H 8.276 1.848 -0.813  0.125
H -0.259 6.590 -3.568  0.100
N 4.577 -0.390 2.730  -0.032
C -1.401 -2.944 0.554  -0.602
H 3.019 -0.330 4.098  0.144
H -3.869 -0.962 3.904  0.108
H 5.336 1.603 4.464  0.084
H 9.228 -2.363 0.050  0.064
H -1.342 -0.443 -4.692  0.021
H 7.672 -1.406 -2.256  0.115
O -0.438 -0.129 -2.077  -0.593
C 3.270 -0.306 3.045  0.032
C 10.210 1.070 -0.443  0.052
C 5.682 -0.101 -1.262  -0.187
C -2.780 -2.392 0.949  -0.309
C -0.666 5.035 -2.146  -0.056
O 0.777 -0.113 3.991  0.041
O 1.723 -0.206 -0.166  -0.072
O -0.107 1.973 -0.311  -0.478
H 8.517 1.225 0.818  0.103
C -0.405 4.669 -4.501  -0.084
F 6.022 0.077 -2.563  0.057
C 2.242 -0.202 2.157  -0.007



Q | The following is a DFT calculation (ωB97M-V with the def2-TZVPD basis set) of a structure of composition C37H37AsFN4O11STcTe.

frontier orbital gap (spin up / spin down)	0.999 / 1.001	eV
total charge	-1
HOMO energy (spin up / spin down)	-1.9 / -2.0	eV
multiplicity	4
LUMO energy (spin up / spin down)	-0.94 / -0.95	eV

Each line ends with the Löwdin charge.
Atoms and positions in Å:
O 3.055 1.660 1.677  0.048
H -3.484 7.595 6.335  0.141
C 2.349 -1.113 -6.532  -0.067
C 1.470 -4.221 1.136  -0.245
N -3.716 5.912 4.352  -0.114
H -0.069 3.744 6.225  0.116
H -3.166 2.413 1.407  0.141
H -5.542 6.246 3.289  0.133
H 0.817 5.809 5.049  0.062
H 1.873 -5.043 3.059  0.103
C -1.730 4.515 4.329  0.059
C -4.528 6.662 3.430  -0.152
C 2.212 -5.457 -0.774  -0.079
H 2.941 1.947 -7.444  0.077
H 3.293 0.462 -8.338  0.066
H -4.424 0.217 -1.644  0.108
H 3.300 -7.254 -0.332  0.089
H -5.223 -1.760 -2.927  0.084
H 1.484 2.952 5.929  0.132
H 1.744 1.282 -8.555  0.074
H 3.107 -1.516 -7.190  0.096
C -3.539 3.946 2.847  -0.185
H -6.193 7.532 5.200  0.184
C -2.576 0.350 -2.685  -0.111
F -4.846 4.136 2.467  0.045
O 1.540 -2.240 3.260  -0.472
As 0.612 -2.648 2.007  0.887
H 2.179 -2.904 -5.367  0.101
C 0.953 0.730 -5.871  -0.167
C -3.472 -1.825 -4.159  -0.100
H -0.314 1.167 -3.389  0.128
C 2.638 -6.277 1.448  -0.109
H 2.291 -5.565 -1.847  0.101
O -0.811 -3.506 2.700  -0.267
C 2.513 1.021 -7.825  -0.067
H 2.223 2.534 3.738  0.150
H -3.714 5.128 6.253  0.141
O -0.357 -1.187 -1.565  -0.629
C 1.185 2.549 3.439  0.057
H 3.050 -7.037 2.098  0.088
C 0.398 -0.076 -4.870  -0.210
O -0.833 1.511 -1.561  -0.189
C 1.484 5.043 5.438  -0.067
C 0.839 -1.385 -4.698  -0.078
H -5.355 5.289 5.579  0.142
Te 2.818 -1.047 -1.613  0.692
H 0.486 2.471 -7.050  0.063
O -2.857 2.446 -1.601  0.028
H 2.330 4.955 4.763  0.081
H -4.963 7.127 7.226  0.136
H -1.358 5.146 5.121  0.105
H -3.821 -2.667 -4.744  0.094
C -4.476 7.150 6.250  -0.097
H -5.436 8.929 5.719  0.187
C 1.893 1.397 1.400  -0.590
H -1.418 -3.457 1.959  0.000
C -2.250 -1.260 -4.454  -0.023
N 0.308 3.221 4.253  -0.044
C 0.804 1.932 2.298  -0.001
C 1.929 0.198 -6.711  -0.249
H 1.109 2.812 -5.427  0.089
O 1.620 -1.998 -0.331  -1.144
C 1.555 -4.372 -0.230  -0.301
C -3.814 -0.216 -2.424  -0.043
C -3.027 4.771 3.838  -0.163
C -1.444 2.779 2.659  -0.015
C 0.474 2.145 -6.012  -0.039
C 1.819 -1.898 -5.524  -0.087
H -4.037 6.671 2.456  0.155
S 0.593 -2.997 -1.066  0.716
C 0.778 3.689 5.533  -0.201
C -2.779 2.986 2.233  0.126
O -0.633 -3.290 -0.328  -0.501
H -1.656 -1.652 -5.268  0.107
H -3.658 8.524 4.090  0.142
O -0.190 -1.327 1.360  -0.558
H 1.836 5.345 6.422  0.073
C -4.353 5.757 5.633  -0.142
C -0.590 1.878 1.946  -0.217
C -4.648 8.084 3.977  -0.091
H -5.267 8.711 3.337  0.137
C -1.764 -0.182 -3.709  -0.216
C -0.954 3.512 3.774  -0.123
C -2.094 1.530 -1.874  -0.617
C -4.263 -1.312 -3.144  -0.117
O -1.057 1.109 1.045  -0.152
N -0.612 0.470 -4.067  0.094
H 0.410 -1.970 -3.897  0.082
N -5.283 7.995 5.325  0.047
C 2.767 -6.405 0.075  -0.110
O 1.529 0.802 0.335  -0.249
Tc -0.285 -0.114 -0.276  1.708
H -0.539 2.222 -5.622  0.074
C 1.988 -5.178 1.989  -0.088



Most favorable first, least favorable last: P, Q



P | The following is a DFT calculation (ωB97M-V with the def2-TZVPD basis set) of an isolated molecule of C4H11N3.

SMILES string	[H]/N=C(/N)NCCC
frontier orbital gap	9.426	eV
total charge	0
HOMO energy	-8.5	eV
LUMO energy	0.97	eV

Each line ends with the Löwdin charge.
Atoms and positions in Å:
N -0.128 0.907 0.183  0.010
H -0.663 0.119 2.388  0.092
C 1.746 -1.247 -1.590  -0.113
H 1.962 0.882 -1.451  0.103
H 2.374 -1.331 -2.446  0.057
C 1.999 0.018 -0.779  -0.247
C 1.073 0.151 0.443  -0.247
H -2.132 0.751 -1.168  0.023
N -1.438 -0.095 1.792  0.137
H 2.033 -2.103 -0.979  0.070
H 1.687 0.545 1.260  0.105
N -2.320 0.172 -0.360  0.090
H 3.026 -0.014 -0.411  0.101
H -2.179 -0.682 2.125  0.101
H -0.183 1.412 -0.684  0.109
H 0.694 -1.433 -1.797  0.077
H 0.836 -0.886 0.698  0.113
C -1.395 0.329 0.507  -0.580



Q | The following is a DFT calculation (ωB97M-V with the def2-TZVPD basis set) of an isolated molecule of C4H11N3.

SMILES string	N[C@H]1[C@H](N)C[C@@H]1N
frontier orbital gap	9.207	eV
total charge	0
HOMO energy	-8.4	eV
LUMO energy	0.83	eV

Each line ends with the Löwdin charge.
Atoms and positions in Å:
H 0.948 1.843 1.142  0.148
N 0.234 2.008 0.196  -0.001
H -2.162 -0.246 -1.603  0.102
H -1.303 0.305 1.354  0.152
C 1.032 -0.482 0.296  -0.442
H -0.287 -1.940 -0.313  0.067
H 2.811 -1.400 -0.327  0.192
N 1.938 -0.612 -0.748  0.004
H -1.109 -1.801 1.394  0.142
H 2.422 0.307 -0.582  0.089
H 0.246 0.508 -1.181  0.146
C -0.457 -1.280 0.509  -0.058
C 0.150 0.613 -0.070  -0.538
H -3.182 -0.378 -0.363  0.024
N -2.365 0.031 -0.625  0.074
H 0.876 2.718 -0.558  0.161
C -1.261 0.048 0.255  -0.370
H 1.469 -0.244 1.222  0.107



R | The following is a DFT calculation (ωB97M-V with the def2-TZVPD basis set) of an isolated molecule of C4H11N3.

SMILES string	[H]/N=C(\N)NCCC
frontier orbital gap	9.788	eV
total charge	0
HOMO energy	-8.9	eV
LUMO energy	0.92	eV

Each line ends with the Löwdin charge.
Atoms and positions in Å:
H 1.809 -0.284 -1.120  0.062
H -1.443 2.132 -1.597  0.082
C -0.303 -0.880 0.628  -0.232
C -1.037 1.443 0.302  -0.536
N -0.825 1.695 1.526  0.104
H 2.685 -1.816 -1.005  0.065
N -1.604 2.317 -0.619  0.105
H -1.161 -1.457 0.995  0.111
H -1.294 -0.128 -1.025  0.124
H 0.887 -2.698 0.519  0.095
H 0.209 -0.414 1.470  0.098
H 2.495 -0.793 0.420  0.071
N -0.693 0.160 -0.265  -0.005
C 2.004 -1.144 -0.485  -0.127
C 0.703 -1.850 -0.141  -0.237
H 0.220 -2.222 -1.047  0.093
H -1.054 2.643 1.810  0.039
H -1.598 3.294 -0.366  0.089



Most favorable first, least favorable last: R, P, Q



P | The following is a DFT calculation (ωB97M-V with the def2-TZVPD basis set) of a cluster of 2 separate species, C3H10N2O2 in total.

frontier orbital gap (spin up / spin down)	13.053 / 7.713	eV
total charge	+1
HOMO energy (spin up / spin down)	-15.9 / -15.8	eV
multiplicity	2
LUMO energy (spin up / spin down)	-2.81 / -8.04	eV

Each line ends with the Löwdin charge.
Atoms and positions in Å:
N -0.232 -0.327 1.488  0.121
C 0.049 -1.263 -1.648  -0.655
O 0.320 -0.009 -1.745  0.298
C -0.593 1.098 1.240  -0.223
H -0.081 -0.912 0.477  0.077
O -0.034 -1.798 -0.529  0.112
H -1.298 1.103 0.409  0.122
H -0.097 -2.994 -2.641  0.164
H -0.964 -0.814 2.000  0.155
H 0.340 2.930 0.639  0.093
H 0.070 -1.533 -3.617  0.138
C 0.625 1.909 0.854  -0.070
H 0.619 -0.357 2.043  0.152
H 1.144 1.477 0.010  0.061
H 1.341 1.943 1.661  0.083
N -0.122 -1.975 -2.740  0.251
H -1.088 1.523 2.100  0.122



Q | The following is a DFT calculation (ωB97M-V with the def2-TZVPD basis set) of a cluster of 2 separate species, C3H10N2O2 in total.

frontier orbital gap (spin up / spin down)	10.553 / 4.815	eV
total charge	+1
HOMO energy (spin up / spin down)	-14.5 / -14.5	eV
multiplicity	2
LUMO energy (spin up / spin down)	-3.98 / -9.69	eV

Each line ends with the Löwdin charge.
Atoms and positions in Å:
N -0.094 -2.108 -1.208  0.294
H -0.848 -2.298 -1.884  0.176
H -0.484 2.828 -1.205  0.114
H -1.364 0.592 -1.445  0.135
O 0.390 1.078 1.292  0.085
C -0.063 1.363 0.204  -0.528
H 0.688 -2.644 -1.626  0.175
C 0.334 -0.732 -1.082  -0.175
H 0.284 -0.930 1.846  0.026
H -0.222 -2.082 0.943  -0.014
C -0.714 0.252 -0.629  -0.078
H -1.331 -0.241 0.103  0.128
N 0.028 2.578 -0.379  0.200
H 0.815 -0.517 -2.064  0.196
H 1.186 -0.744 -0.391  0.156
H 0.165 3.342 0.273  0.135
O 0.163 -1.897 1.804  -0.025



Most favorable first, least favorable last: P, Q



P | The following is a DFT calculation (ωB97M-V with the def2-TZVPD basis set) of a structure of composition H2N2O3.

frontier orbital gap (spin up / spin down)	9.979 / 9.979	eV
total charge	0
HOMO energy (spin up / spin down)	-9.7 / -9.7	eV
LUMO energy (spin up / spin down)	0.29 / 0.29	eV

Each line ends with the Löwdin charge.
Atoms and positions in Å:
N -0.153 -0.144 -0.919  0.053
O -1.756 0.479 1.026  0.100
O 1.136 -0.577 -0.710  -0.094
N -0.599 0.392 0.845  -0.352
O 0.384 0.635 1.438  0.103
H -0.711 -0.997 -1.012  0.088
H 1.700 0.212 -0.667  0.102



Q | The following is a DFT calculation (ωB97M-V with the def2-TZVPD basis set) of a cluster of 2 separate species, H2N2O3 in total.

frontier orbital gap (spin up / spin down)	7.321 / 7.325	eV
total charge	0
HOMO energy (spin up / spin down)	-7.6 / -7.6	eV
LUMO energy (spin up / spin down)	-0.31 / -0.30	eV

Each line ends with the Löwdin charge.
Atoms and positions in Å:
N -0.554 -0.681 -1.506  0.135
O 0.033 0.163 -2.035  -0.002
H -0.466 -1.561 1.174  0.113
O 0.412 1.174 -0.018  -0.076
N -0.499 0.274 0.453  -0.169
H 1.019 1.351 0.702  0.100
O 0.054 -0.720 1.230  -0.101



Most favorable first, least favorable last: P, Q